73
Properties=species:S:1:pos:R:3:lowdin_charge:R:1 method="wB97M-V/def2-TZVPD" total_charge=+2 lumo_ev="-10.0 / -10.0"
P -0.38122 -1.90887 -4.45242 0.857
P -0.29918 1.20118 -4.36149 0.857
C -0.68164 -1.00398 -6.05965 -0.427
C -0.06458 0.38705 -6.02778 -0.425
H -1.77095 -0.97382 -6.23111 0.084
H -0.22895 -1.59953 -6.86824 0.082
H 1.01900 0.36376 -6.23780 0.083
H -0.53803 1.03401 -6.78327 0.083
C -1.93472 1.93798 -4.81819 -0.266
H -2.22050 2.69840 -4.08051 0.043
H -2.71045 1.16210 -4.88275 0.046
H -1.82034 2.41432 -5.80258 0.046
C 0.77271 2.61007 -4.82686 -0.294
H 0.39094 3.03362 -5.76691 0.048
H 1.79441 2.23656 -4.98090 0.044
H 0.75395 3.36584 -4.03436 0.035
C -1.40503 -3.33632 -4.96769 -0.300
H -1.29902 -4.14774 -4.23928 0.036
H -1.05432 -3.67085 -5.95468 0.047
H -2.45263 -3.01484 -5.03903 0.041
C 1.25911 -2.56790 -5.01878 -0.266
H 2.00943 -1.76518 -5.05518 0.045
H 1.12083 -2.98011 -6.03009 0.046
H 1.59059 -3.37055 -4.34693 0.042
Ce -0.99974 -0.37956 2.33327 1.747
C 0.22211 1.33135 -0.81598 -0.108
C -1.11087 1.20682 -0.96122 -0.143
C -1.87631 0.23504 -1.78665 -0.251
C -2.26456 -1.16924 -1.25138 -0.190
C -1.19090 -2.06532 -0.71616 -0.148
C 0.14873 -1.98895 -0.82960 -0.096
C 0.94669 -1.04221 -1.64498 -0.227
C 1.32448 0.35356 -1.05951 -0.167
C -0.36450 -2.35837 3.19746 -0.134
H 0.56629 2.26202 -0.34258 0.121
H -1.75515 1.94478 -0.45273 0.108
H -1.35430 0.10500 -2.75734 -0.030
H -2.81838 0.74744 -2.07437 0.128
H -3.09189 -1.01308 -0.52813 0.110
H -2.74042 -1.72354 -2.09473 0.133
H -1.59848 -2.92142 -0.14761 0.114
H 0.75434 -2.70544 -0.25477 0.120
H 0.45571 -0.87552 -2.62134 -0.032
H 1.89688 -1.56519 -1.87624 0.133
H 1.93651 0.16130 -0.14912 0.099
H 2.00745 0.86506 -1.78724 0.139
H 0.60090 -2.21830 3.70733 0.067
H -0.29164 -3.06272 2.34835 0.064
H -1.13060 -2.65911 3.93462 0.080
C -0.63416 -0.11637 7.13835 -0.070
C 0.82409 0.02119 6.73156 -0.130
C 1.14832 1.13160 5.68440 -0.263
C 0.82169 2.61482 6.08953 -0.126
C -0.65128 2.94686 6.20730 -0.067
C 2.65560 1.05774 5.42538 -0.367
O 3.47225 1.25635 6.31286 0.148
N 3.13131 0.73911 4.16236 0.236
C 2.37519 0.33831 3.06886 -0.471
O 2.85397 -0.07705 2.02886 0.123
N 1.00977 0.44299 3.26244 0.038
C 0.40959 0.77586 4.41039 -0.331
O -0.89951 0.71111 4.33524 -0.178
H -0.88307 0.52273 7.99764 0.093
H -0.81068 -1.15671 7.43710 0.091
H -1.29728 0.10204 6.29018 0.064
H 1.47153 0.16121 7.61263 0.146
H 1.14959 -0.91982 6.24888 0.128
H 1.36311 2.84439 7.02137 0.145
H 1.27525 3.24650 5.30465 0.136
H -1.08118 2.53360 7.12701 0.082
H -0.77746 4.03630 6.21041 0.099
H -1.18271 2.53744 5.34029 0.065
H 4.13426 0.68018 4.04941 0.185

***

10
Properties=species:S:1:pos:R:3:lowdin_charge:R:1 method="wB97M-V/def2-TZVPD" lumo_ev=-0.2 de_lowest_kcal_mol=110.1
O 1.99502 -1.20471 -0.40596 0.143
C 0.95979 -0.70579 -0.08941 -0.493
C 0.68501 0.52777 0.77877 -0.044
O -0.63158 0.58460 0.89384 -0.062
C -1.26241 -0.35568 0.00863 -0.151
O -0.26690 -1.24787 -0.39507 0.058
H 1.00608 1.49945 -0.66840 0.177
H 1.22178 1.58427 0.17041 0.079
H -1.66144 0.19488 -0.85264 0.147
H -2.04535 -0.87693 0.55984 0.146

***

14
Properties=species:S:1:pos:R:3:lowdin_charge:R:1 method="wB97M-V/def2-TZVPD" lumo_ev=1.1 smiles="C=N.NCN" de_lowest_kcal_mol=55.4
C -3.16993 1.12931 3.13459 -0.122
N -1.96703 0.98873 2.59065 -0.011
H -3.80815 0.26530 3.30143 0.046
H -3.64078 2.08319 3.29548 0.043
H -1.41325 1.86435 2.79885 0.044
N 2.03026 0.55109 -1.88843 -0.027
C 1.01087 -0.49086 -1.52755 -0.386
N 1.58563 -1.78835 -1.64686 -0.035
H 2.00817 0.46807 -2.88270 0.032
H 2.90501 0.02451 -1.75149 0.051
H 0.08517 -0.24925 -2.03799 0.101
H 0.78864 -0.24893 -0.44203 0.105
H 2.34224 -1.88295 -0.96564 0.069
H 1.24315 -2.71421 -1.97832 0.088

***

50
Properties=species:S:1:pos:R:3:lowdin_charge:R:1 method="wB97M-V/def2-TZVPD" lumo_ev=0.8 smiles=CCCCN[Si](C)(NCCCC)NCCCC de_lowest_kcal_mol=56.9
C -0.11162 -4.03009 3.06962 -0.090
C 1.42170 -3.75949 2.64602 -0.244
C 2.01607 -2.32862 2.66806 -0.185
C 1.61143 -1.52294 1.38743 -0.286
N 0.44948 -0.62403 1.59838 -0.102
Si 0.16618 0.43161 0.09842 0.550
C 1.61907 0.66909 -1.16320 -0.170
N -0.04147 2.20833 0.52088 -0.135
C -0.65114 3.06666 -0.46836 -0.339
C -1.06321 4.45800 0.02090 -0.201
C 0.18775 5.33925 0.21470 -0.256
C -0.24909 6.66719 0.92848 -0.113
N -1.23809 -0.09612 -0.91980 -0.078
C -0.87512 -0.64244 -2.34156 -0.250
C -1.83512 -1.67138 -2.92767 -0.210
C -1.61212 -3.05530 -2.23996 -0.261
C -0.30780 -3.74274 -2.62745 -0.131
H -0.51219 -4.89981 2.52576 0.062
H -0.40722 -4.15057 4.08304 0.039
H -0.74847 -3.15198 2.76391 0.067
H 1.62386 -4.24140 1.69491 0.084
H 1.94547 -4.41436 3.32716 0.083
H 3.02032 -2.19772 3.03905 0.096
H 1.47018 -2.00653 3.57454 0.103
H 2.45990 -1.00065 1.00461 0.077
H 1.23241 -2.30834 0.68452 0.108
H 0.57855 -0.10947 2.45131 0.050
H 1.99082 -0.38969 -1.24619 0.025
H 2.32989 1.41698 -0.83339 0.024
H 1.16302 0.94162 -2.14063 0.024
H -0.60667 2.23741 1.36223 0.051
H -1.53910 2.49913 -0.92544 0.110
H 0.07836 3.21767 -1.27326 0.104
H -1.67408 4.87932 -0.72606 0.094
H -1.45639 4.34204 1.05458 0.119
H 0.61039 5.66798 -0.70901 0.087
H 0.98344 4.81457 0.64092 0.079
H -1.20010 7.10708 0.55977 0.074
H 0.55394 7.43198 0.81080 0.070
H -0.38622 6.47593 1.99125 0.057
H -1.67909 -0.75568 -0.33822 0.012
H -0.74641 0.20896 -3.03097 0.106
H 0.09230 -1.16527 -2.24763 0.074
H -2.84020 -1.37364 -2.69231 0.096
H -1.72926 -1.72472 -4.00809 0.106
H -2.36265 -3.82673 -2.60016 0.116
H -1.82286 -2.91865 -1.18113 0.093
H -0.48004 -4.80934 -2.42046 0.066
H 0.60666 -3.58729 -1.99210 0.072
H -0.03549 -3.57583 -3.66819 0.074

***

27
Properties=species:S:1:pos:R:3:lowdin_charge:R:1 method="wB97M-V/def2-TZVPD" lumo_ev=-1.4 smiles="O=C1OC(=O)C(P(O)Cl)=C1COCOCCO"
O 0.82548 2.80435 -0.30830 0.212
C -0.04251 2.42136 0.39650 -0.368
O -0.14019 2.80050 1.73985 0.137
C -0.74262 1.72746 2.37098 -0.459
O -0.50408 1.40585 3.48617 0.167
C -1.58463 1.02404 1.34770 -0.268
P -2.91112 -0.11353 1.91461 0.609
O -2.76694 -1.33271 0.81486 -0.373
Cl -4.45703 0.88396 1.01637 0.281
C -1.14151 1.41979 0.15120 -0.089
C -1.61555 1.02837 -1.21816 -0.142
O -0.55937 0.49210 -1.98984 -0.065
C -0.21791 -0.84221 -1.67826 -0.240
O 1.16352 -0.96743 -1.71750 -0.076
C 1.78396 -1.13161 -0.45951 -0.202
C 3.28075 -1.26246 -0.67307 -0.227
O 3.97921 -1.16755 0.56134 -0.059
H -2.38922 -2.10661 1.25087 0.054
H -2.43612 0.31769 -1.11220 0.104
H -1.95469 1.91647 -1.75158 0.149
H -0.60884 -1.10598 -0.68661 0.115
H -0.65529 -1.50888 -2.42682 0.144
H 1.40417 -2.03277 0.04255 0.131
H 1.60754 -0.25689 0.18100 0.130
H 3.63063 -0.45209 -1.30863 0.131
H 3.50415 -2.22329 -1.14726 0.123
H 3.54821 -1.73795 1.20373 0.081

***

22
Properties=species:S:1:pos:R:3:lowdin_charge:R:1 method="wB97M-V/def2-TZVPD" total_charge=-1 lumo_ev=3.3 smiles="CC1=CC=C[C@H](C)[C@]1(Br)C(=O)[O-]"
C -1.45740 -1.42519 -1.99938 -0.092
C -0.51173 -0.87952 -1.00377 -0.246
C 0.50647 -1.63729 -0.57805 -0.073
C 1.38275 -1.20093 0.47233 -0.086
C 1.28132 0.04023 1.00126 -0.030
C 0.32503 1.08409 0.39472 -0.441
C -0.03975 2.10839 1.39634 -0.119
C -0.89386 0.40095 -0.11603 -0.572
Br -1.84147 1.76846 -1.20330 0.709
C -1.84597 -0.37464 0.99140 -0.762
O -3.04070 -0.30360 0.80778 -0.035
O -1.24587 -0.85340 1.94619 -0.012
H -1.44702 -2.50908 -1.94766 0.074
H -1.13089 -1.24926 -3.02377 0.072
H -2.46695 -1.02418 -1.97787 0.062
H 0.54289 -2.59198 -0.92090 0.071
H 1.99976 -1.92837 0.81436 0.059
H 1.74084 0.25735 1.90404 0.077
H 0.77614 1.55376 -0.50224 0.126
H -0.68073 2.90569 1.11639 0.034
H 0.85055 2.50688 1.87774 0.069
H -0.57195 1.61262 2.27903 0.116

***

no.,electronic energy (eV)
1,-65143.1633
2,-9313.9249
3,-6688.1079
4,-26364.3631
5,-44601.3488
6,-83632.9668